A gas-phase ion, C16H34N3S (charge +1). Source: OMol25; level of theory: the ωB97M-V functional and the def2-TZVPD basis.

Net charge: +1
Calculated total energy in Ha: -1192.3312
Structure (SMILES): CCCCCCCCNC(=S)NCC[NH+]1CCCCC1
E_HOMO in eV: -12.061
Energy above the lowest of the compared OMol25 structures with the same formula, charge and spin in kcal per mole: 1.42
Orbital gap in eV: 9.8

Structure (XYZ):
```
54
Properties=species:S:1:pos:R:3:forces:R:3:mulliken_charge:R:1
C 4.3964 6.5560 -0.0154 -0.2 0.0 0.1 -1.1721
C 3.3143 6.0341 0.9225 0.2 0.0 0.1 -0.4806
C 3.7171 4.7525 1.6530 -0.2 0.1 -0.3 -0.7103
C 3.8488 3.5455 0.7258 0.1 0.0 0.5 -0.2641
C 4.1670 2.2729 1.5088 0.1 0.0 -0.3 -0.7295
C 4.4968 1.0724 0.6196 -0.2 0.1 0.1 -1.0410
C 3.3740 0.6391 -0.3255 0.1 -0.1 0.3 -0.9411
C 2.1308 0.1626 0.4199 0.2 0.2 0.2 -0.6000
N 1.1641 -0.3600 -0.5275 0.0 0.0 0.0 -0.0427
C 0.1065 -1.1225 -0.2672 0.0 0.2 0.0 0.4740
S -0.8058 -1.6946 -1.5565 0.1 -0.3 -0.8 -0.5975
N -0.2226 -1.3855 1.0173 0.7 0.3 0.0 -0.0700
C -1.0960 -2.4636 1.4299 -0.4 -0.1 -0.1 -1.0989
C -2.5760 -2.0530 1.4698 0.4 0.0 0.5 -0.4682
N -3.1982 -2.1521 0.1337 0.2 0.1 -0.2 0.6532
C -4.2390 -1.1338 -0.1119 -0.3 0.6 -0.3 -0.6247
C -4.6792 -1.1826 -1.5699 -0.2 -0.2 0.1 -0.5745
C -5.2131 -2.5673 -1.9187 0.2 0.1 -0.1 -0.7294
C -4.1475 -3.6111 -1.6038 -0.2 0.1 0.1 -0.5813
C -3.7262 -3.5041 -0.1439 -0.1 -0.6 -0.4 -0.6466
H 4.5762 5.8649 -0.8349 0.1 0.0 -0.1 0.3011
H 5.3290 6.7015 0.5248 0.1 0.0 0.0 0.2929
H 4.0959 7.5106 -0.4403 0.1 0.1 -0.1 0.3671
H 3.0968 6.8016 1.6682 -0.1 0.0 0.0 0.3360
H 2.3964 5.8563 0.3564 -0.1 0.0 0.0 0.2878
H 4.6663 4.9172 2.1669 0.0 0.0 0.1 0.3135
H 2.9649 4.5307 2.4152 0.0 0.0 0.1 0.3689
H 4.6470 3.7234 0.0045 0.0 0.0 -0.1 0.2503
H 2.9143 3.4262 0.1724 0.0 0.0 -0.1 0.2432
H 5.0364 2.4647 2.1406 0.0 0.0 0.1 0.4634
H 3.3357 2.0340 2.1764 0.0 0.0 0.1 0.2451
H 5.3682 1.3199 0.0114 0.1 -0.1 0.0 0.3898
H 4.7708 0.2266 1.2546 0.1 -0.1 0.0 0.3949
H 3.1075 1.4669 -0.9837 -0.1 0.0 -0.1 0.4427
H 3.7434 -0.1807 -0.9461 -0.1 0.0 -0.1 0.4689
H 1.6858 0.9944 0.9779 0.0 -0.1 0.1 0.3524
H 2.4143 -0.6269 1.1259 0.0 0.0 0.0 0.4341
H 1.3271 -0.1434 -1.5015 -0.2 -0.1 0.1 0.3000
H 0.3563 -0.9707 1.7313 0.0 0.0 0.0 0.2584
H -0.7903 -2.7771 2.4284 0.0 0.0 -0.1 0.4690
H -0.9656 -3.3114 0.7490 0.1 0.0 0.1 0.4405
H -3.1222 -2.6889 2.1695 -0.1 0.0 -0.1 0.3764
H -2.6448 -1.0207 1.8191 -0.1 -0.1 -0.1 0.4016
H -2.3766 -1.9772 -0.5919 -0.5 -0.1 0.5 -0.5724
H -3.8251 -0.1507 0.1197 0.1 -0.1 0.1 0.3800
H -5.0860 -1.3269 0.5525 0.1 0.0 0.1 0.4397
H -5.4453 -0.4257 -1.7333 0.1 0.1 0.0 0.3660
H -3.8285 -0.9453 -2.2114 0.0 0.1 0.0 0.2944
H -5.4744 -2.6090 -2.9745 -0.1 0.0 0.0 0.3387
H -6.1168 -2.7733 -1.3423 -0.1 0.0 0.0 0.3283
H -4.5286 -4.6143 -1.7900 0.1 -0.1 0.0 0.3771
H -3.2779 -3.4568 -2.2450 0.1 -0.1 0.0 0.2591
H -2.9504 -4.2377 0.0795 0.0 0.1 0.1 0.3871
H -4.5817 -3.6856 0.5131 0.1 0.1 0.1 0.4497
```
Forces are in eV/Å.